Record 1
21
Properties=species:S:1:pos:R:3 method="wB97M-V/def2-TZVPD" multiplicity=3 orbital_gap_ev="7.930 / 6.843" charge=0 e_tot_ev=-28025.116 e_lumo_ev="0.9 / -1.5"
C -0.902 0.563 1.500
H 2.215 -0.588 -2.068
C 0.234 1.234 -1.638
H -1.688 0.486 4.277
H 0.890 2.007 -2.208
S -2.913 2.098 1.097
N -0.234 -0.066 0.760
H -2.259 -0.406 -1.345
H -0.170 0.459 -2.130
C -2.194 1.308 3.590
C 2.167 -0.619 -0.990
P 1.195 0.546 -0.189
H -1.629 2.235 3.994
H 3.118 -1.453 0.753
H -3.223 1.606 3.893
H 4.374 -0.798 -0.608
C -1.901 1.266 2.147
H 3.365 -2.333 -0.761
H -0.547 1.712 -1.194
H -2.314 -0.469 -0.612
C 3.338 -1.376 -0.369



Record 2
8
Properties=species:S:1:pos:R:3 method="wB97M-V/def2-TZVPD" orbital_gap_ev=11.384 charge=0 e_tot_ev=-10406.369 e_lumo_ev=0.3 smiles="C=NOC(=O)F"
O -0.836 -0.983 0.089
N 0.537 -1.046 0.416
H 2.347 -0.169 0.319
C 1.296 -0.186 -0.078
F -1.044 1.068 0.937
C -1.395 0.195 0.007
H 1.278 0.563 -0.860
O -2.182 0.557 -0.830



Record 3
38
Properties=species:S:1:pos:R:3 method="wB97M-V/def2-TZVPD" multiplicity=2 orbital_gap_ev="6.648 / 5.677" charge=+1 e_tot_ev=-57245.395 e_lumo_ev="-4.0 / -5.4"
C 1.721 3.826 0.000
N -0.319 0.557 1.252
H 0.419 2.149 2.406
H 3.439 -3.335 0.000
C 2.852 1.948 0.000
Te -4.114 -1.031 0.000
H -1.435 1.267 -4.222
Te -4.457 -5.213 0.000
Te -1.930 -4.282 0.000
N -0.318 0.557 -1.253
N -1.273 -0.379 -1.412
H 1.405 4.857 0.000
C 2.523 -1.332 0.000
H -2.603 -0.870 2.955
N 0.443 -2.025 0.000
B 0.597 0.495 0.000
C -1.824 -0.209 -2.615
H 0.822 -4.088 0.000
H 3.336 -0.637 0.000
N 0.819 2.868 0.000
C -1.217 0.871 -3.246
C -1.824 -0.209 2.615
H -2.603 -0.870 -2.955
H -1.435 1.266 4.222
C -1.217 0.871 3.246
C -0.275 1.329 2.346
C 1.236 -3.093 0.000
N 1.514 1.692 0.000
H 0.419 2.149 -2.406
N -1.273 -0.379 1.412
C 3.028 3.304 0.000
Ir -1.651 -1.801 0.000
Te -5.906 -2.973 0.000
H 3.962 3.837 0.000
C 2.568 -2.707 0.000
N 1.241 -0.926 0.000
H 3.606 1.187 0.000
C -0.276 1.329 -2.346



Record 4
14
Properties=species:S:1:pos:R:3 method="wB97M-V/def2-TZVPD" orbital_gap_ev=9.792 charge=0 e_tot_ev=-8832.399 e_lumo_ev=0.7
H -0.689 -1.888 -0.018
C -1.574 0.773 -0.657
N 1.248 -0.733 0.501
O -2.498 1.004 0.081
C -0.260 0.276 -0.143
H -1.657 0.750 -1.773
H -0.540 -1.161 1.617
H 1.448 1.489 0.700
H 0.433 0.703 1.974
C 0.977 -0.244 -0.905
H 0.911 -1.072 -1.618
H 1.690 0.514 -1.257
C 0.768 0.663 0.934
C -0.257 -1.074 0.565



Record 5
17
Properties=species:S:1:pos:R:3 method="wB97M-V/def2-TZVPD" orbital_gap_ev=9.671 charge=0 e_tot_ev=-13501.637 e_lumo_ev=0.2 smiles="O=C1[C@@H](O)C[C@]12CO2.O"
H 3.350 2.237 0.807
C 0.978 2.440 -0.555
H 1.527 5.297 0.124
H -1.363 2.914 1.300
O 3.611 1.488 0.125
C 0.743 3.304 0.676
O -0.092 0.261 -0.250
C -0.303 1.640 -0.243
O 1.855 3.677 1.482
O 1.604 2.583 -1.583
C -0.411 2.408 1.106
H -0.141 1.770 1.957
H 0.438 5.262 1.635
H -0.214 -0.110 0.629
C 1.045 4.712 0.911
H -1.112 1.934 -0.931
H 3.228 0.661 0.462



Record 6
11
Properties=species:S:1:pos:R:3 method="wB97M-V/def2-TZVPD" orbital_gap_ev=11.040 charge=0 e_tot_ev=-7765.866 e_lumo_ev=0.5 smiles="N#CCCC=O"
H 0.820 1.098 -0.893
C 0.756 0.495 0.019
N 3.033 -0.735 0.417
C -1.723 0.154 -0.053
C 2.040 -0.171 0.240
H -2.505 -0.226 -0.733
O -1.968 1.066 0.690
C -0.374 -0.528 -0.132
H -0.331 -1.270 0.677
H 0.544 1.177 0.849
H -0.293 -1.062 -1.081



Record 7
45
Properties=species:S:1:pos:R:3 method="wB97M-V/def2-TZVPD" orbital_gap_ev=8.913 charge=0 e_tot_ev=-31816.378 e_lumo_ev=0.7 smiles="C[C@@H]1COC(=O)O1.C[C@@H]1COC(=O)O1.CO[C@H](CN)B(N)O"
C -0.499 -1.786 -0.504
O -2.248 -1.878 -2.839
C -5.302 -3.465 0.312
H 0.423 -0.557 2.948
C 2.610 4.929 -0.364
H 2.926 0.883 1.911
N 3.601 -1.630 -0.431
C -3.305 -2.245 -2.358
H 4.152 6.402 -0.017
N 1.890 0.768 1.869
H -1.416 -1.080 -0.213
H 4.068 5.143 1.235
O 0.416 4.581 0.064
H -4.803 -3.122 1.225
H 1.485 1.057 0.952
C 1.029 3.380 -0.178
H 4.640 -2.897 1.524
O 2.389 3.535 -0.247
O 3.674 -3.053 1.745
O -4.457 -2.441 -3.073
C 1.330 -1.724 1.120
C -4.910 -2.590 -0.862
C 1.453 5.485 0.411
H -0.722 -2.839 -0.045
H -5.002 -4.507 0.161
H 2.538 5.186 -1.429
H 3.094 -2.104 -1.232
O -3.505 -2.522 -1.031
H 0.803 -2.707 1.506
C 3.971 5.338 0.161
H -5.272 -1.567 -0.692
C 1.423 -0.597 2.323
O 0.808 -1.211 -0.155
H 4.760 4.763 -0.336
O 0.444 2.321 -0.310
H -6.389 -2.857 -2.427
H 1.199 6.507 0.115
H -0.530 -1.841 -1.695
H 2.251 -1.007 3.078
H 1.590 5.445 1.496
B 2.916 -2.179 0.820
C -5.350 -3.110 -2.197
H -5.204 -4.187 -2.321
H -6.384 -3.434 0.474
H 3.418 -0.584 -0.494



Record 8
16
Properties=species:S:1:pos:R:3 method="wB97M-V/def2-TZVPD" orbital_gap_ev=10.560 charge=0 e_tot_ev=-9877.256 e_lumo_ev=0.9
C 0.219 1.297 -1.904
C 0.260 -1.122 2.102
H -1.184 -1.680 1.858
H -1.384 1.081 0.374
H 0.924 -1.510 -0.547
H 1.050 1.882 -1.495
N -0.605 -0.624 1.268
C -0.049 0.094 -1.020
O 1.138 -0.677 -0.987
H 1.267 -0.761 2.314
H -0.665 1.941 -1.966
H -0.875 -0.501 -1.440
H 0.490 0.973 -2.913
H 0.338 1.185 0.795
O -0.260 -2.141 2.678
C -0.443 0.520 0.398



Record 9
33
Properties=species:S:1:pos:R:3 method="wB97M-V/def2-TZVPD" orbital_gap_ev=9.031 charge=0 e_tot_ev=-33559.902 e_lumo_ev=-0.1 smiles="COCCn1nnnc1SCC(=O)c1ccccc1"
N -2.086 2.326 -3.107
C 1.676 -0.225 3.642
C 0.310 1.058 2.050
S -1.216 0.199 -0.045
O 1.178 1.880 1.875
H 2.344 0.624 3.637
H 1.270 -3.283 5.008
H 2.204 -0.703 -4.512
C -1.592 1.409 -1.220
C 1.993 0.224 -3.966
C 0.530 -0.170 2.846
H -1.868 0.977 2.134
H -0.062 -1.459 -3.850
C -1.071 1.255 1.446
C -0.138 -0.504 -3.306
C -0.340 -1.260 2.834
H 0.223 -0.668 -2.278
H -1.190 2.281 1.098
O 0.615 0.495 -3.941
C -0.066 -2.374 3.605
N -1.761 1.157 -2.544
C 1.939 -1.335 4.419
H 2.825 -1.364 5.037
H 2.461 1.063 -4.475
C -1.601 -0.059 -3.285
C 1.067 -2.412 4.403
H -2.220 -0.843 -2.839
H -1.933 0.160 -4.301
H -0.740 -3.217 3.586
H -1.220 -1.259 2.208
N -2.112 3.201 -2.196
N -1.817 2.689 -1.012
H 2.399 0.137 -2.951



Record 10
18
Properties=species:S:1:pos:R:3 method="wB97M-V/def2-TZVPD" orbital_gap_ev=10.758 charge=0 e_tot_ev=-219464.806 e_lumo_ev=0.5 smiles=ClC(Cl)Cl.ClC(Cl)Cl.BrCCBr
Cl 0.301 2.526 -2.567
Br -0.427 -3.070 -0.159
Br 3.125 -2.769 -3.068
H 1.784 -1.470 -1.424
Cl 1.147 1.073 -0.201
Cl -1.305 0.354 -1.550
C 1.533 -2.334 -2.031
H 0.760 -2.068 -2.744
H 0.896 -4.395 -1.793
Cl -1.700 3.167 2.067
Cl -3.600 2.656 4.198
Cl -0.762 2.216 4.637
H -1.857 4.217 4.127
C -1.972 3.188 3.818
H 1.921 -3.790 -0.475
H -0.768 2.371 -0.515
C -0.230 1.659 -1.124
C 1.154 -3.530 -1.194



Record 11
26
Properties=species:S:1:pos:R:3 method="wB97M-V/def2-TZVPD" orbital_gap_ev=9.743 charge=0 e_tot_ev=-14482.729 e_lumo_ev=0.9
H -2.016 -0.327 0.446
C -0.812 -1.780 1.596
C 0.718 1.064 0.112
H 0.429 -0.237 2.399
H 1.541 1.403 -4.362
N 0.584 -0.234 0.260
H 1.342 -0.193 -2.269
N 0.543 1.935 1.184
H -2.945 -1.575 1.189
C -2.093 -0.933 1.351
C 1.163 0.886 -2.268
C 0.454 -0.937 1.564
H -1.600 -3.652 0.805
H 0.468 2.874 0.863
H 1.213 3.936 -3.401
H 1.313 -1.609 1.749
C 1.180 3.017 -2.818
H -0.843 -2.578 -0.406
N 0.919 2.961 -1.532
H -0.110 1.653 1.887
C 1.316 1.697 -3.361
H 0.203 -3.503 0.699
H -0.863 -2.236 2.617
N 0.951 1.630 -1.152
H -2.296 -0.309 2.231
C -0.759 -2.955 0.615



Record 12
35
Properties=species:S:1:pos:R:3 method="wB97M-V/def2-TZVPD" orbital_gap_ev=9.240 charge=0 e_tot_ev=-14936.609 e_lumo_ev=0.5
C 2.408 -1.052 1.170
H -1.961 3.897 0.565
C -2.107 0.067 -3.229
C -2.548 2.194 -0.742
H 4.391 -1.618 1.841
H -4.031 0.520 -2.124
H 2.937 0.723 2.139
N -2.190 0.844 -0.982
H 4.747 -5.195 -1.869
H -1.216 0.544 -2.994
H 4.275 -5.659 -2.388
H 2.213 -0.564 3.257
C 1.128 -1.675 1.168
H -2.576 2.721 -1.657
H -3.055 -0.847 -1.556
C -3.054 0.122 -1.995
B -1.344 0.232 -0.136
C 2.686 -0.586 -0.234
H 3.777 -0.769 -0.493
H 2.079 -0.928 -1.018
H 3.164 -2.885 2.345
H -2.550 0.539 -4.144
H 2.600 0.550 -0.271
H 1.175 0.595 2.084
C 2.123 -0.017 2.273
H -1.593 2.270 1.061
H -0.716 3.049 -0.039
C -1.667 2.908 0.282
H -0.436 -3.168 1.325
H -3.700 2.324 -0.476
O -0.413 0.190 0.624
C 3.509 -2.163 1.551
C 0.258 -2.418 1.222
H 3.621 -2.800 0.711
H -1.759 -0.963 -3.422



Record 13
50
Properties=species:S:1:pos:R:3 method="wB97M-V/def2-TZVPD" orbital_gap_ev=3.395 charge=+2 e_tot_ev=-118784.415 e_lumo_ev=-9.9
H 2.940 -3.163 -3.490
O 1.996 3.609 7.387
F -2.158 4.559 -1.617
F -2.256 -3.641 -7.653
F -4.260 5.996 -3.033
H -0.568 1.368 5.548
O 2.149 1.795 6.066
F -3.696 3.816 -2.856
Be 1.817 -3.253 0.867
O 0.997 -3.018 -1.434
O 1.155 -1.507 1.639
O 2.193 -5.372 3.188
Cl 0.263 -5.422 2.100
H 1.875 -2.539 -4.788
F 0.708 1.685 -0.166
F -3.142 6.556 -1.340
F 3.566 -0.688 -4.405
H 0.685 4.064 4.879
P -3.745 5.100 -1.767
H 1.371 -5.953 3.333
C 1.574 2.966 6.484
B 0.183 -2.091 -0.861
F -2.439 -1.789 -3.013
C 2.706 -1.061 -3.418
S 1.026 -0.847 0.323
C 0.104 1.957 4.923
H -0.347 2.046 3.936
O 2.335 -0.484 -0.114
F -2.774 -2.064 -6.474
H -0.456 3.646 6.188
H 1.903 -0.329 -3.306
B -1.346 -2.267 -2.531
C 2.135 -2.468 -3.736
Mg -1.516 -3.686 -9.214
B 0.924 -2.794 -2.844
H 2.067 1.609 4.020
C 0.385 3.299 5.596
Al -3.589 1.072 -0.234
H 3.309 -1.143 -2.516
O -0.378 -2.865 -3.404
F -5.337 4.688 -1.579
Cl -1.454 -2.986 -5.290
H 1.437 0.224 4.939
C 1.485 1.312 4.900
H 2.415 -5.053 4.084
O -1.119 -2.135 -1.157
F -1.207 0.638 -0.135
C 0.030 0.760 0.413
F -3.827 4.792 -0.114
F -0.119 1.064 1.675



Record 14
14
Properties=species:S:1:pos:R:3 method="wB97M-V/def2-TZVPD" orbital_gap_ev="7.888 / 7.887" charge=0 e_tot_ev=-5779.008 e_lumo_ev="0.2 / 0.2"
H 1.956 -1.494 0.293
N -0.678 1.066 -0.342
C -2.109 -0.927 -0.287
H 2.459 -0.084 -0.662
H -1.995 -1.599 -1.141
H 2.324 -0.010 1.106
H 0.903 2.329 -0.499
H -2.276 -1.548 0.596
H 0.532 -0.536 -0.124
H 0.475 1.978 1.230
C 0.388 1.672 0.195
C 1.875 -0.407 0.197
H -2.989 -0.302 -0.451
C -0.865 -0.137 -0.110



Record 15
35
Properties=species:S:1:pos:R:3 method="wB97M-V/def2-TZVPD" orbital_gap_ev=9.576 charge=+2 e_tot_ev=-19213.189 e_lumo_ev=-5.6
H 2.655 1.173 2.245
N 1.324 0.096 -0.322
H 1.071 0.499 2.539
H -0.720 2.591 -0.917
H -0.931 -2.835 2.064
C 0.607 1.179 0.060
H -0.665 -0.708 -2.130
H 1.432 1.961 3.243
H -1.547 -1.417 -0.974
H 0.382 2.916 1.361
H 1.023 0.691 -3.846
N 1.573 1.377 2.337
H 0.120 1.637 -1.969
H -1.023 -3.594 -1.454
C 0.778 1.901 1.225
H -2.404 3.315 1.068
H -1.730 0.465 0.156
O -0.494 -2.099 2.498
C -0.440 1.547 -1.023
H 3.606 -2.259 1.794
H 2.186 -2.245 1.822
O 2.886 -1.664 1.529
N -1.616 -0.606 -1.702
H 0.652 -0.660 -4.487
H 1.820 -0.570 0.253
H 1.065 -0.409 -1.171
H 0.261 -3.472 -0.794
H -0.534 -2.526 3.372
O -2.842 2.495 0.742
O -0.571 -2.955 -0.849
H -3.693 2.386 1.178
C -1.680 0.713 -0.933
O 0.711 -0.219 -3.653
H -2.538 1.453 -1.120
H -2.311 -0.652 -2.450



Record 16
52
Properties=species:S:1:pos:R:3 method="wB97M-V/def2-TZVPD" orbital_gap_ev=8.324 charge=+1 e_tot_ev=-40517.369 e_lumo_ev=-3.6
N 1.271 -2.418 -4.145
H -2.818 -0.452 3.736
H 1.410 0.675 -0.631
H -1.278 -3.481 -4.120
H 3.135 1.778 -0.970
O 3.247 2.566 -0.435
C -1.445 -0.211 1.150
H 1.955 -1.710 -3.926
C -1.669 -2.114 2.917
C -2.205 2.955 0.657
H -1.569 -2.325 0.774
H 1.635 4.200 1.514
H -2.246 -1.611 4.955
H 0.883 1.934 2.091
H 2.211 -3.413 -5.738
H -2.253 -3.020 3.085
O 0.611 -2.205 -2.014
H 0.917 -1.809 1.672
H 0.750 2.709 -1.206
H 2.500 -0.247 2.595
H -2.162 2.439 1.616
H -1.131 -3.939 -2.415
C -0.084 -0.259 0.467
H 2.973 4.165 2.705
C -0.818 3.260 0.098
C 1.255 -2.949 -5.498
H -0.180 3.570 0.927
P 3.163 2.292 1.192
C 1.500 1.396 1.357
C -0.039 2.184 -0.670
H -0.885 4.124 -0.565
H -3.060 -1.629 1.339
H -0.136 -4.744 -3.640
C -1.992 -1.104 4.026
H -2.813 2.372 -0.033
C -1.981 -1.612 1.499
C 0.475 -2.748 -3.110
I -1.163 1.327 -2.290
H -2.125 0.267 0.447
H 1.064 -2.153 -6.218
C 1.721 0.024 1.889
H -0.148 -0.888 -0.420
N 0.911 -0.834 1.399
H -1.401 0.428 2.033
C 0.664 1.048 0.086
H 3.259 4.651 1.016
H 0.476 -3.697 -5.598
C 2.689 3.987 1.670
C -0.584 -3.796 -3.341
H -0.619 -2.418 2.990
H -2.736 3.891 0.836
H -1.137 -0.458 4.244



Record 17
9
Properties=species:S:1:pos:R:3 method="wB97M-V/def2-TZVPD" orbital_gap_ev="7.698 / 7.025" charge=0 e_tot_ev=-89733.814 e_lumo_ev="-0.6 / -1.2"
H 0.089 0.067 -2.599
Br 3.184 -0.128 2.047
H -0.775 -1.406 1.107
H -0.810 1.576 -1.662
C 1.678 -1.298 1.911
H 1.959 -2.326 1.978
P -1.189 0.263 -1.957
H -0.044 0.430 1.411
P 0.280 -0.690 0.721



Record 18
47
Properties=species:S:1:pos:R:3 method="wB97M-V/def2-TZVPD" orbital_gap_ev=7.317 charge=0 e_tot_ev=-31020.913 e_lumo_ev=-0.7 smiles="C=CC(=O)N[C@@H]1CCN(c2c[nH]c3ncc(C(=O)NC(C)C)c-3n2)C1"
H 3.192 -4.281 1.666
H -1.590 2.370 -2.508
H -3.226 -0.022 1.754
H -0.509 5.976 2.787
H -3.495 2.269 1.875
C -1.254 -0.014 0.902
O -2.694 4.765 2.169
H 0.394 -3.610 1.413
C 1.518 -1.668 -3.051
C -0.973 1.499 -2.597
H -1.854 3.092 -0.196
H 3.984 -3.219 0.504
C -2.269 2.093 0.051
N -1.305 0.991 -0.192
C -1.705 4.153 2.557
H -0.589 2.507 2.494
H -0.586 1.773 -4.650
H -1.933 0.347 2.906
C -2.466 1.999 1.598
H -0.265 -0.078 1.339
C -2.267 0.521 1.879
H 2.599 -2.630 1.537
C 0.510 0.115 -3.866
C -0.758 0.711 -1.474
H -0.141 -4.457 -0.050
H 0.813 -5.365 1.106
N 0.066 -0.381 -1.523
H -3.221 1.921 -0.437
C 0.493 4.458 3.844
N -1.528 2.815 2.327
N 1.252 -0.301 -4.869
C 3.007 -3.487 0.965
N 1.665 -2.787 -0.899
N -0.347 1.212 -3.827
C 1.974 -3.930 -0.072
C 2.032 -2.709 -2.245
H 0.997 -2.117 -0.552
C 0.615 -0.667 -2.672
H -1.576 -1.008 0.571
C 1.822 -1.456 -4.343
H 2.483 -2.149 -4.888
O 2.758 -3.569 -2.704
C -0.547 4.934 3.025
H 2.365 -4.805 -0.638
H 1.305 5.134 4.107
C 0.692 -4.372 0.670
H 0.561 3.429 4.208